Entry 1:
DFT (ωB97M-V with the def2-TZVPD basis set) results for the molecule C5H5N3O.

strongest force on any atom	3.126	eV/Å
E_HOMO	-9.07	eV
E_tot	-11780.969	eV
Kohn-Sham gap	9.385	eV
SMILES	C#Cc1nc(=O)n(C)[nH]1
E_LUMO	0.3	eV

```
! wB97M-V def2-TZVPD RIJCOSX def2/J DEFGRID3
* xyz 0 1
C 2.06206 0.99676 0.13026
C -1.05076 -0.64789 0.06907
C 1.04868 -1.27863 -0.03204
C -2.53231 -0.57688 0.15648
C -3.66722 -0.27696 -0.07450
H 1.86072 1.53064 1.04587
H 2.93222 0.39614 0.33194
H 2.27356 1.67926 -0.67124
H -0.65306 1.32022 -0.51600
H -4.72864 -0.01111 -0.21277
N 1.01287 0.09829 -0.16696
N -0.33026 0.46069 -0.06970
N -0.31537 -1.77433 0.11093
O 2.08752 -1.91620 -0.10132
*
```

Entry 2:
DFT (ωB97M-V with the def2-TZVPD basis set) results for a structure of composition C22H51N3O7S5.

strongest force on any atom	12.524	eV/Å
E_HOMO	-7.66	eV
E_tot	-96569.055	eV
Kohn-Sham gap	7.453	eV
E_LUMO	-0.2	eV

```
! wB97M-V def2-TZVPD RIJCOSX def2/J DEFGRID3
* xyz 0 1
C 2.11877 -2.21206 -3.10119
C 2.20387 -2.69380 -1.74026
N 2.23701 -3.09244 -0.66350
H 3.05055 -2.11878 -3.65904
H 1.60272 -1.25237 -3.12933
H 1.47436 -2.85046 -3.70558
C 1.02700 1.63398 -2.85147
C 1.38727 0.98186 -1.57295
N 1.70855 0.46963 -0.56025
H 0.34142 2.45698 -2.64958
H 0.57623 0.87902 -3.49563
H 1.98040 1.95576 -3.27052
C 3.81917 -1.03367 -0.59750
C 4.12453 -0.95019 -2.04056
N 4.27244 -0.93316 -3.17251
H 3.42137 -0.06458 -0.29633
H 4.74080 -1.19634 -0.03871
H 3.10326 -1.83555 -0.41703
C 4.02476 2.21826 -0.16170
S 3.00809 3.49763 0.73536
O 2.18840 4.20208 -0.36753
C 1.65257 2.37992 1.34939
H 4.77900 2.67782 -0.80045
H 3.35219 1.54898 -0.69818
H 4.45853 1.59677 0.62169
H 2.08924 1.77444 2.14363
H 1.11374 1.93545 0.51260
H 0.91482 2.99314 1.86688
C 1.04074 -3.67454 1.69020
S -0.40341 -4.73402 1.46815
O -1.18202 -5.03435 2.72098
C -1.30727 -3.66176 0.29696
H 1.68232 -4.10295 2.46024
H 0.69926 -2.65833 1.88722
H 1.66496 -3.76817 0.80156
H -1.61857 -2.79610 0.88161
H -2.14101 -4.19085 -0.16458
H -0.71891 -3.32552 -0.55678
C -1.90264 2.64753 4.41848
S -1.07576 1.04750 4.53073
O 0.32514 1.36152 5.12352
C -1.02220 0.77303 2.66229
H -1.83754 2.99042 5.45109
H -2.95988 2.51440 4.18911
H -1.51737 3.38076 3.70995
H -0.23002 0.06346 2.42343
H -0.76626 1.71576 2.17873
H -2.02330 0.39133 2.46180
C -2.97204 2.00846 -1.07970
S -1.50078 1.36911 -2.01472
O -0.21865 2.03970 -1.43192
C -1.62317 -0.38421 -1.40891
H -2.85986 1.70324 -0.03934
H -3.90182 1.60984 -1.48552
H -3.04995 3.08407 -1.23814
H -0.78159 -1.00836 -1.70938
H -2.57848 -0.80817 -1.71833
H -1.63094 -0.35108 -0.31944
C -0.09338 0.70815 0.69679
S -0.27620 -1.09271 1.08651
O -1.66960 -1.49776 0.54425
C 0.93052 -1.65230 -0.18227
H -0.43321 0.89727 -0.32147
H 0.92829 1.06890 0.81573
H -0.79453 1.22634 1.35098
H 0.84991 -2.73559 -0.09239
H 1.95789 -1.34891 0.01915
H 0.58886 -1.25792 -1.13926
C -1.56313 5.25421 0.65769
C -0.99862 4.01110 1.38280
O -0.73652 4.01628 2.58446
C -0.95256 2.71539 0.62679
H -1.06097 5.54598 -0.26471
H -1.44322 6.11577 1.31453
H -2.63277 5.33120 0.46267
H -1.24189 2.93227 -0.40149
H -1.75803 2.09483 1.01948
H 0.00951 2.20388 0.65654
C -2.61986 -4.87552 -1.41555
C -2.88225 -3.43217 -1.86949
O -3.89273 -3.19992 -2.52842
C -1.91258 -2.34001 -1.48827
H -1.56139 -5.10196 -1.54394
H -3.10303 -5.65460 -2.00518
H -2.93010 -4.92593 -0.37185
H -0.89553 -2.65901 -1.71618
H -2.03699 -2.16661 -0.41937
H -2.13592 -1.35069 -1.88761
*
```

Entry 3:
DFT (ωB97M-V with the def2-TZVPD basis set) results for the molecule C16H18BrFN2O3.

strongest force on any atom	0.583	eV/Å
E_HOMO	-8.54	eV
E_tot	-98768.881	eV
Kohn-Sham gap	9.144	eV
SMILES	O=C(CCCCCN1C(=O)CCC1=O)Nc1ccc(Br)cc1F
E_LUMO	0.6	eV

```
! wB97M-V def2-TZVPD RIJCOSX def2/J DEFGRID3
* xyz 0 1
O 1.84268 0.79332 -2.28113
C 1.61878 -0.19985 -1.63213
N 2.52291 -0.77861 -0.78082
C 3.80096 -0.34599 -0.45419
C 4.40487 0.79186 -0.98582
C 5.68438 1.15270 -0.60743
C 6.37970 0.38107 0.30774
C 5.81232 -0.75658 0.85934
C 4.53665 -1.09669 0.46862
F 3.96119 -2.20560 0.99737
H 6.34001 -1.36711 1.57433
Br 8.13991 0.87781 0.82306
H 6.14030 2.03572 -1.02655
H 3.85774 1.38809 -1.69654
H 2.22964 -1.61894 -0.30040
C 0.30093 -0.94899 -1.67821
H -0.32766 -0.44638 -2.41455
H 0.47815 -1.97231 -2.01944
C -0.40975 -0.95981 -0.31996
H -0.42205 0.05612 0.07692
C -1.83997 -1.48031 -0.46571
C -2.53605 -1.73966 0.87046
H -3.53475 -2.13525 0.67691
C -2.67275 -0.49849 1.75489
N -3.36722 0.57830 1.07970
C -4.71970 0.54949 0.81476
O -5.45570 -0.35041 1.11979
C -5.07533 1.83556 0.09576
C -3.76511 2.60708 -0.01175
C -2.73195 1.72370 0.65310
O -1.55960 1.94752 0.80592
H -3.46077 2.79533 -1.04186
H -3.79166 3.56997 0.49883
H -5.83669 2.36419 0.66967
H -5.51046 1.59269 -0.87405
H -1.69480 -0.10892 2.04383
H -3.24131 -0.75936 2.65181
H -1.98015 -2.49034 1.43500
H -1.82252 -2.41949 -1.02423
H -2.42371 -0.76581 -1.05061
H 0.12856 -1.59561 0.38755
*
```

Question: Among the records above, which one has the highest E_tot?
Answer: C5H5N3O